Record 1
81
Properties=species:S:1:pos:R:3:forces:R:3:mulliken_charge:R:1 method="wB97M-V/def2-TZVPD" smiles=COC[C@H](C)N.COC[C@H](C)N.COC[C@H](C)N.CO.CO.CO.CO.CO homo_lumo_gap_ev=9.463 e_lumo_ev=0.3 total_energy_ha=-1445.54157
C 1.362 -3.074 -1.333 -0.35 0.46 -0.79 -0.4099
O 1.978 -3.261 -2.603 0.01 -0.71 0.22 -0.3179
C 2.717 -4.455 -2.665 0.52 -0.41 -0.10 -0.8427
C 3.258 -4.722 -4.060 0.19 0.93 -0.63 0.6881
C 4.114 -5.972 -4.067 -0.51 -0.74 0.03 -1.4414
N 4.053 -3.552 -4.532 -0.51 0.04 0.13 -0.8307
H 2.088 -2.872 -0.543 0.14 0.28 -0.05 0.2144
H 0.739 -3.904 -0.984 0.08 -0.27 -0.39 0.3453
H 0.705 -2.238 -1.558 0.02 0.20 0.78 0.0497
H 3.581 -4.412 -1.985 -0.06 0.08 0.09 0.2846
H 2.107 -5.318 -2.367 -0.11 0.08 0.05 0.3367
H 2.434 -4.821 -4.778 -0.26 -0.41 0.40 0.2960
H 4.389 -6.294 -5.072 0.17 0.34 -0.06 0.3578
H 3.526 -6.815 -3.683 0.07 0.09 0.14 0.3522
H 5.009 -5.876 -3.455 0.03 0.18 -0.04 0.3666
H 3.987 -3.561 -5.548 0.36 -0.04 0.05 0.2717
H 3.515 -2.719 -4.285 0.20 -0.12 0.13 0.2804
C -6.589 3.512 1.366 0.06 -0.42 0.10 -0.8195
O -5.501 2.910 0.699 0.03 -0.14 -0.16 -0.2215
C -5.961 1.949 -0.262 0.22 0.57 0.96 -0.8413
C -4.760 1.303 -0.917 -0.44 0.27 -1.35 0.9354
C -4.121 2.227 -1.967 0.08 0.28 1.33 -1.1947
N -5.233 0.094 -1.642 0.46 -0.22 1.16 -0.8427
H -6.223 4.011 2.261 0.14 0.27 -0.20 0.2201
H -7.289 2.747 1.725 -0.09 0.01 -0.14 0.3340
H -7.115 4.197 0.697 -0.09 0.14 0.12 0.3075
H -6.534 1.205 0.310 -0.13 -0.12 -0.29 0.4087
H -6.621 2.470 -0.965 -0.01 -0.28 -0.23 0.3447
H -4.034 1.102 -0.120 -0.02 -0.17 -0.03 0.0156
H -3.850 3.162 -1.462 -0.02 -0.26 -0.39 0.1106
H -4.822 2.479 -2.758 0.00 -0.29 -0.18 0.4121
H -3.205 1.767 -2.334 -0.06 0.09 -0.32 0.1585
H -5.795 -0.429 -0.966 0.00 -0.06 -0.31 0.3193
H -4.403 -0.496 -1.749 -0.19 0.07 -0.25 0.2502
C 5.534 0.500 4.881 -0.40 -0.04 0.42 -0.7530
O 4.489 -0.251 4.317 -0.28 -0.36 -0.19 -0.3373
C 4.025 0.276 3.084 0.80 0.00 0.80 -0.4125
C 2.893 -0.561 2.534 -0.73 0.21 -1.08 0.5422
C 3.298 -1.977 2.194 0.54 -0.19 0.79 -1.6563
N 2.393 0.079 1.278 0.63 0.35 0.23 -0.2686
H 5.195 1.524 5.077 0.20 0.14 -0.18 0.2978
H 6.438 0.489 4.268 0.01 0.10 -0.10 0.3053
H 5.746 0.052 5.851 0.14 -0.06 -0.05 0.2584
H 3.742 1.323 3.256 -0.29 -0.03 -0.24 0.2226
H 4.878 0.285 2.385 -0.18 -0.01 -0.23 0.3553
H 2.046 -0.603 3.222 0.15 0.18 0.18 0.0441
H 3.673 -2.439 3.114 0.02 -0.11 -0.19 0.4365
H 4.113 -1.994 1.466 -0.06 0.02 -0.07 0.3654
H 2.469 -2.578 1.831 -0.12 0.12 -0.09 0.3290
H 2.242 1.075 1.462 -0.15 -0.14 0.07 -0.0595
H 3.203 0.097 0.654 -0.24 -0.13 -0.17 0.2736
C -1.941 4.352 -0.316 -0.49 -0.07 0.28 -0.1553
O -1.664 4.364 -1.709 0.36 0.28 0.30 -0.5048
H -3.010 4.168 -0.204 0.16 0.00 0.12 0.2049
H -1.408 3.554 0.207 0.01 -0.02 -0.08 -0.1238
H -1.740 5.297 0.198 0.17 0.08 -0.24 0.4146
H -0.795 4.764 -1.818 -0.08 -0.08 -0.18 0.2816
C 1.124 3.867 1.281 0.01 0.07 -0.30 -0.5640
O 2.297 3.290 1.854 -0.02 0.49 0.02 -0.5222
H 0.246 3.500 1.815 -0.13 0.07 -0.27 0.2086
H 1.108 4.963 1.261 0.23 -0.04 0.43 0.4038
H 1.109 3.603 0.223 -0.17 -0.40 0.18 0.1724
H 2.478 3.783 2.662 0.12 -0.19 -0.02 0.2893
C -1.372 0.119 3.233 0.90 0.38 0.84 -0.2112
O -1.968 -0.355 4.439 -0.51 0.17 -0.27 -0.5763
H -1.538 -0.511 2.362 -0.03 -0.10 0.01 0.2037
H -1.695 1.141 3.038 -0.53 -0.14 0.02 0.2020
H -0.303 0.240 3.450 0.14 -0.22 -0.56 0.0464
H -1.414 -1.047 4.802 0.03 -0.09 -0.06 0.3117
C -0.510 0.977 -0.119 0.08 0.35 0.59 0.1251
O -0.110 -0.369 0.003 0.01 -0.15 -0.23 -0.3181
H -0.623 1.459 0.862 0.14 -0.11 0.05 -0.0579
H 0.215 1.569 -0.684 -0.14 -0.01 -0.22 0.3022
H -1.501 1.040 -0.570 0.12 -0.17 -0.30 -0.1973
H 0.827 -0.396 0.319 -0.38 0.11 0.13 0.2557
C -2.039 -1.573 -2.999 0.38 0.49 0.06 -0.6872
O -2.190 -1.532 -1.598 -0.72 -0.28 0.30 -0.5399
H -1.323 -2.328 -3.333 0.01 -0.08 0.06 0.3082
H -3.012 -1.788 -3.435 -0.03 -0.07 0.03 0.3136
H -1.712 -0.598 -3.374 0.01 -0.04 -0.17 0.2813
H -1.420 -1.193 -1.124 0.37 -0.04 -0.21 0.2920

***

Record 2
88
Properties=species:S:1:pos:R:3:forces:R:3:mulliken_charge:R:1 method="wB97M-V/def2-TZVPD" smiles="NC(N)=O.NC(N)=O.CC(C)O.CC(C)O.CC(C)O.CO.CO.CO.CO.CO.CO" homo_lumo_gap_ev=9.265 e_lumo_ev=-0.4 total_energy_ha=-1727.93037
N 1.538 -0.124 -4.116 0.36 0.09 0.07 -0.2028
C 2.907 -0.283 -4.178 0.05 0.06 0.28 0.5591
N 3.549 0.887 -3.857 -0.40 -0.23 -0.20 -0.3159
O 3.458 -1.328 -4.453 -0.03 -0.03 -0.14 -0.6600
H 0.939 -0.902 -4.304 -0.04 0.04 -0.10 0.1207
H 1.201 0.810 -3.967 -0.49 -0.16 -0.05 0.0755
H 2.982 1.593 -3.420 0.45 0.41 0.04 0.1970
H 4.550 0.905 -3.823 0.01 -0.02 0.13 0.2125
N -0.983 2.679 -2.712 0.32 0.53 -1.01 -0.1363
C -0.017 3.119 -3.591 0.31 -1.06 0.07 0.5774
N -0.431 3.227 -4.903 -0.04 0.21 0.54 -0.4766
O 1.151 3.265 -3.256 -0.22 0.11 -0.05 -0.5998
H -1.932 2.710 -3.037 -0.17 -0.16 0.54 0.1748
H -0.717 2.526 -1.757 -0.23 0.07 0.10 0.0214
H -1.289 2.779 -5.177 0.07 0.01 -0.12 0.1932
H 0.315 3.245 -5.576 -0.02 0.09 -0.05 0.2589
C -1.712 -5.380 1.477 0.13 -0.09 -0.19 -0.5385
C -0.462 -6.167 1.115 0.26 -0.09 0.64 0.2433
C 0.684 -5.240 0.736 -0.11 0.08 -0.52 -1.0148
O -0.082 -7.013 2.212 -0.11 0.04 -0.14 -0.5803
H -1.983 -4.724 0.646 -0.19 -0.06 0.04 -0.0469
H -1.514 -4.748 2.346 0.06 0.00 0.02 0.1010
H -2.528 -6.054 1.732 -0.09 0.05 -0.13 0.3864
H -0.671 -6.875 0.315 -0.01 0.08 -0.12 0.3325
H 0.561 -4.868 -0.287 -0.10 0.03 0.09 0.2784
H 1.639 -5.761 0.759 -0.01 -0.03 0.15 0.4077
H 0.708 -4.367 1.392 0.15 -0.07 0.11 0.1434
H 0.062 -6.459 2.986 0.03 0.03 0.01 0.3373
C 1.560 0.899 -0.516 0.65 -0.23 -0.48 -0.9987
C 0.468 0.126 0.174 -0.22 0.08 -0.29 1.9441
C 0.869 -1.285 0.542 -0.07 0.03 0.21 -1.8137
O 0.063 0.842 1.353 -0.26 -0.29 -0.15 0.3431
H 1.218 1.875 -0.859 0.05 0.07 0.10 -0.3002
H 1.913 0.350 -1.396 -0.15 0.02 -0.03 0.1954
H 2.446 1.026 0.110 -0.19 0.10 0.23 0.1683
H -0.377 0.070 -0.526 -0.11 0.05 0.20 -0.1979
H 1.205 -1.838 -0.335 0.16 0.06 0.01 0.4820
H 0.020 -1.830 0.960 0.01 0.06 0.09 0.1260
H 1.660 -1.241 1.294 0.06 -0.18 -0.06 0.4624
H -0.798 1.232 1.159 -0.03 0.23 0.08 -0.3534
C -2.158 -0.930 -2.663 -0.74 -0.09 0.12 -1.2720
C -2.317 -2.294 -1.982 0.28 0.10 -0.33 1.5659
C -3.659 -2.548 -1.343 -0.18 -0.11 0.83 -1.1863
O -2.147 -3.337 -2.956 0.06 0.20 0.20 -0.6181
H -2.651 -0.988 -3.637 0.30 0.00 -0.13 0.5091
H -1.108 -0.648 -2.740 -0.02 0.04 -0.23 0.1250
H -2.697 -0.135 -2.139 0.25 -0.05 0.29 0.1860
H -1.526 -2.405 -1.229 -0.09 0.08 0.11 -0.3280
H -4.012 -1.743 -0.691 0.20 0.28 -0.31 0.1517
H -3.565 -3.385 -0.645 -0.13 -0.27 -0.36 0.2005
H -4.432 -2.764 -2.078 0.06 -0.02 -0.08 0.3895
H -1.351 -3.132 -3.456 0.05 -0.16 -0.04 0.3251
C -2.308 -1.922 3.055 0.61 -0.08 -0.34 -0.0550
O -2.903 -2.071 4.323 -0.04 0.21 0.06 -0.5717
H -1.480 -2.624 2.897 -0.24 -0.22 0.01 0.0500
H -3.036 -2.032 2.245 0.04 -0.03 -0.04 0.1405
H -1.816 -0.952 2.963 -0.36 0.18 0.29 0.1172
H -3.511 -2.815 4.287 0.04 -0.04 0.05 0.3222
C 5.400 1.607 -0.535 -0.15 -0.14 0.48 -0.1489
O 6.257 0.888 0.345 0.27 0.27 -0.05 -0.5613
H 5.986 2.039 -1.344 0.11 -0.29 -0.11 0.3123
H 4.646 0.908 -0.903 -0.10 0.29 -0.34 0.0733
H 4.915 2.454 -0.039 -0.08 -0.11 0.06 0.0612
H 5.903 0.936 1.237 -0.05 0.00 -0.03 0.3053
C -3.519 0.863 0.820 -0.44 -0.04 0.32 -0.4652
O -2.517 1.719 0.288 0.30 -0.11 -0.19 -0.4044
H -3.959 1.277 1.733 0.01 0.09 -0.07 0.3400
H -4.322 0.654 0.110 0.08 0.07 -0.09 0.4060
H -3.058 -0.081 1.097 0.20 0.03 -0.14 -0.1281
H -2.913 2.486 -0.132 -0.14 0.03 0.17 0.2442
C 1.243 2.255 4.283 -0.01 0.00 -0.22 -0.3773
O 1.987 1.474 3.365 0.16 -0.01 0.00 -0.5672
H 1.938 2.716 4.982 0.04 0.00 0.02 0.2899
H 0.700 3.049 3.761 -0.05 0.02 0.19 -0.0287
H 0.534 1.645 4.850 -0.05 0.04 0.02 0.2374
H 1.386 1.246 2.643 -0.05 -0.06 0.00 0.2968
C 2.309 4.175 1.142 0.14 -0.80 0.04 -0.0814
O 2.971 5.299 0.607 -0.10 0.30 0.07 -0.5857
H 2.999 3.336 1.302 -0.06 0.04 -0.06 0.2041
H 1.895 4.396 2.124 0.02 0.37 -0.06 0.1857
H 1.499 3.814 0.499 -0.03 0.11 0.01 -0.0579
H 3.187 5.117 -0.312 0.00 -0.02 0.01 0.3194
C -1.935 3.842 2.937 -0.29 -0.11 -0.49 -0.5419
O -1.387 4.572 4.014 -0.08 -0.09 -0.03 -0.5398
H -2.026 2.788 3.196 0.22 0.04 0.30 0.1449
H -2.950 4.176 2.682 0.09 0.10 0.02 0.3817
H -1.313 3.902 2.036 0.01 0.02 0.05 0.2187
H -1.348 5.492 3.738 0.07 0.04 0.12 0.3095

***

Record 3
84
Properties=species:S:1:pos:R:3:forces:R:3:mulliken_charge:R:1 method="wB97M-V/def2-TZVPD" smiles=CC(C)O.CC(C)O.CC(C)O.CO.CO.CO.CO.CO.CO.CO.CO homo_lumo_gap_ev=10.534 e_lumo_ev=0.6 total_energy_ha=-1508.77758
C -2.651 -0.134 -2.035 -0.32 -0.12 -0.87 -1.9179
C -1.828 0.079 -0.808 0.92 -0.82 0.22 1.9352
C -2.276 -0.759 0.359 -1.06 1.17 0.32 -1.5774
O -0.419 -0.191 -1.022 0.12 -0.64 -0.10 0.5953
H -2.823 -1.159 -2.403 0.20 0.07 0.71 0.3600
H -2.203 0.364 -2.889 -0.02 0.45 -0.07 0.3466
H -3.614 0.321 -1.813 -0.28 0.00 -0.33 0.4703
H -1.887 1.111 -0.531 -0.10 0.73 0.17 -0.2914
H -2.500 -1.766 0.114 -0.04 -1.10 -0.46 0.3985
H -3.224 -0.307 0.696 0.25 -0.26 0.18 0.5632
H -1.574 -0.747 1.174 0.26 0.19 0.38 -0.1033
H 0.003 0.636 -1.270 -0.03 0.45 -0.12 -0.5169
C 4.524 -2.785 0.310 -0.38 0.37 1.72 -0.5373
C 4.705 -1.370 0.893 -2.16 -0.21 -0.93 -0.1480
C 3.540 -0.370 0.521 0.35 -0.32 0.01 -0.1977
O 4.689 -1.452 2.271 -0.08 -0.16 1.63 -0.5750
H 4.608 -2.689 -0.736 0.28 -0.48 -1.45 0.3577
H 3.482 -3.069 0.552 0.44 -0.13 -0.15 -0.2849
H 5.211 -3.543 0.784 -0.52 0.94 -0.72 0.3004
H 5.617 -0.925 0.603 1.23 0.34 -0.29 0.5061
H 3.290 -0.272 -0.558 0.46 0.01 0.51 0.1183
H 3.832 0.611 0.961 -0.36 -0.57 -0.48 0.2734
H 2.612 -0.723 1.011 0.41 0.17 -0.15 -0.2409
H 3.814 -1.817 2.481 0.37 0.11 0.32 0.3686
C -0.974 0.593 5.560 -0.07 -1.45 -1.11 -1.2944
C -0.969 -0.449 4.374 0.91 1.43 0.56 0.6398
C 0.373 -0.365 3.631 -0.37 1.62 0.67 0.2478
O -1.124 -1.661 5.040 0.09 -1.25 0.03 -0.5828
H -1.947 0.516 6.055 0.19 0.38 0.01 0.3543
H -0.724 1.603 5.227 -0.13 -0.04 0.23 0.2982
H -0.208 0.152 6.227 -0.34 0.69 -0.15 0.3463
H -1.756 -0.322 3.613 -0.16 0.27 0.37 0.1332
H 0.475 -1.195 2.982 0.17 -0.61 -0.99 -0.4855
H 1.209 -0.393 4.335 -0.06 0.07 0.05 0.6161
H 0.410 0.616 3.073 0.09 -1.23 0.29 -0.5586
H -0.667 -2.359 4.544 -0.25 -0.01 -0.08 0.3400
C -0.060 -0.312 -6.644 -2.17 -0.34 -1.20 -0.7457
O -0.697 -0.111 -5.447 -1.03 0.63 2.88 -0.4798
H -0.555 -1.090 -7.215 0.12 -0.75 -0.10 0.3081
H -0.279 0.548 -7.267 0.36 0.53 0.10 0.2606
H 0.957 -0.494 -6.603 2.25 -0.32 0.22 0.3088
H -0.612 -0.720 -4.659 0.54 0.11 -1.78 0.3326
C 1.643 -1.631 -3.529 -0.99 0.01 -0.83 -0.1907
O 0.214 -1.990 -3.249 2.29 1.06 0.14 -0.6784
H 1.996 -2.276 -4.342 -0.35 0.02 0.11 0.3654
H 1.732 -0.575 -3.908 -0.16 -0.95 0.59 0.0365
H 2.341 -1.814 -2.701 -0.55 0.19 0.16 -0.0515
H 0.029 -1.470 -2.440 -0.33 -0.18 -0.22 0.4096
C 1.780 3.263 1.842 -0.47 -1.33 -1.05 -0.4350
O 0.381 2.975 2.052 0.41 0.61 0.28 -0.4680
H 1.917 3.562 0.801 -0.13 -0.11 0.16 0.2479
H 2.245 3.976 2.472 -0.20 1.12 0.87 0.3112
H 2.305 2.337 2.035 0.43 -0.31 -0.31 0.0442
H 0.356 2.458 2.862 -0.25 0.08 0.05 0.1889
C -1.557 -4.331 2.648 -0.69 0.69 -0.07 -0.6160
O -0.276 -3.698 2.793 -0.49 0.36 -0.01 -0.5876
H -2.303 -3.676 2.101 0.85 -0.64 0.45 0.1782
H -1.464 -5.288 2.119 0.01 0.17 -0.04 0.2905
H -2.026 -4.550 3.641 0.70 0.31 -0.65 0.2778
H -0.087 -3.038 2.064 -0.49 -0.84 0.62 0.3827
C -3.276 4.249 -2.488 -1.17 0.41 -0.24 -0.6295
O -2.003 4.396 -1.923 0.56 0.12 -1.51 -0.5361
H -3.855 3.420 -2.044 0.29 0.12 -0.21 0.2053
H -3.837 5.172 -2.310 -0.27 -0.02 0.07 0.2792
H -3.292 4.145 -3.599 0.60 -0.22 0.78 0.2802
H -2.006 4.057 -1.036 -0.02 -0.48 1.04 0.4583
C 0.831 -3.386 -0.091 0.42 0.04 1.01 -0.9126
O 0.579 -2.251 0.720 -0.27 0.65 0.50 -0.0966
H 1.627 -3.145 -0.768 0.14 -0.18 -0.79 0.1658
H 1.182 -4.171 0.587 0.06 0.15 -0.08 0.3570
H -0.067 -3.762 -0.532 -0.53 -0.09 -0.79 0.3468
H 0.206 -1.481 0.237 0.30 -0.57 -0.22 0.0835
C 1.097 1.982 -3.073 -1.49 0.45 1.65 -0.3414
O 0.100 2.595 -2.153 1.03 -1.28 -0.86 -0.3834
H 1.762 1.427 -2.397 -0.17 -0.14 -0.50 -0.0092
H 0.618 1.383 -3.861 0.17 -0.01 0.37 0.0970
H 1.643 2.788 -3.490 0.78 0.66 -0.69 0.4932
H -0.530 3.105 -2.677 -0.17 0.18 0.23 0.2078
C -3.286 3.743 1.420 -0.75 -1.37 0.64 -0.7639
O -2.222 3.206 0.663 -0.67 0.19 -0.59 -0.3550
H -3.088 4.716 1.828 0.33 0.52 0.28 0.3149
H -4.143 3.828 0.764 -0.18 0.04 -0.21 0.2689
H -3.586 3.032 2.243 0.30 0.73 -0.60 0.2585
H -1.464 3.117 1.225 1.09 -0.04 0.42 0.2640